Record 1
Formula: C6H5NOS
Source: OMol25
Level of theory: the ωB97M-V functional and the def2-TZVPD basis

As for the HOMO energy (spin up / spin down): -5.8 / -9.0 eV. For the gap between HOMO and LUMO (spin up / spin down), the calculation gives 4.6 / 7.1 eV.

ORCA input file:
```
! RIJCOSX wB97M-V def2-TZVPD def2/J DEFGRID3
* xyz 0 3
C -0.02033 1.72948 -0.77907
C 0.03555 0.42762 -1.15380
C -0.60149 -2.82801 -0.59636
C 0.22655 -1.87070 -0.00823
C 0.12059 1.79217 0.68436
C -0.06554 0.32374 1.08435
N -0.01547 -0.40250 -0.04436
O 1.42269 -2.16246 0.08914
S -1.68698 -3.93128 -0.30992
H 0.10831 2.58858 -1.31844
H 0.00212 -0.00135 -2.17558
H 1.11671 2.06844 1.03194
H -0.57707 2.39338 1.47404
H -0.06562 -0.12711 2.02192
*
```

Record 2
Formula: C6H5NS
Source: OMol25
Level of theory: the ωB97M-V functional and the def2-TZVPD basis

As for the HOMO energy: -9.1 eV. For the gap between HOMO and LUMO, the calculation gives 9.1 eV.

ORCA input file:
```
! RIJCOSX wB97M-V def2-TZVPD def2/J DEFGRID3
* xyz 0 1
C 2.20652 -0.07340 0.15898
C 0.64966 1.09434 -1.40170
C 0.96285 0.34926 -0.34054
C -1.16164 0.85691 -0.77288
C -0.40213 0.06851 0.24787
C -0.77907 -1.20482 0.93772
N 3.19913 -0.44097 0.60212
S -1.17789 1.63865 0.79293
H 1.12787 1.63533 -2.18049
H -2.01201 0.64779 -1.38640
H -1.78389 -1.12473 1.34916
H -0.08166 -1.39850 1.75143
H -0.74774 -2.04838 0.24181
*
```

Record 3
Formula: C6H5NS3
Source: OMol25
Level of theory: the ωB97M-V functional and the def2-TZVPD basis

As for the HOMO energy: -8.0 eV. For the gap between HOMO and LUMO, the calculation gives 8.6 eV.

ORCA input file:
```
! RIJCOSX wB97M-V def2-TZVPD def2/J DEFGRID3
* xyz 0 1
C -2.30281 1.20541 -1.27604
C -1.53545 1.81471 -2.27877
C -1.52693 0.40440 -0.44838
C -0.14859 0.53112 -0.71966
C 0.60183 -0.49779 0.24141
C 2.40109 -1.55907 1.94731
N -0.24614 -1.06474 1.07975
S 0.18955 1.48078 -2.06814
S -1.82898 -0.71325 0.82788
S 2.29647 -0.51618 0.48833
H -3.30718 1.51364 -1.31653
H -1.61491 2.63825 -2.90220
H 1.99272 -0.88385 2.65594
H 3.32520 -1.96736 2.16835
H 1.70410 -2.38607 1.60074
*
```

Record 4
Formula: C6H6
Source: OMol25
Level of theory: the ωB97M-V functional and the def2-TZVPD basis

As for the HOMO energy: -9.5 eV. For the gap between HOMO and LUMO, the calculation gives 10.4 eV.

ORCA input file:
```
! RIJCOSX wB97M-V def2-TZVPD def2/J DEFGRID3
* xyz 0 1
C -1.32533 -0.87178 -0.67018
C -0.47548 -0.25776 0.45094
C 0.93517 -0.70385 0.44465
C 2.13504 -0.62905 0.37474
C -0.23861 1.19426 0.29641
C 0.37494 2.22132 0.15978
H -0.86149 -0.66964 -1.63902
H -1.40521 -1.95556 -0.54043
H -2.33113 -0.44047 -0.66776
H -0.94067 -0.46650 1.42378
H 3.19482 -0.53909 0.31945
H 0.93795 3.11813 0.04765
*
```

Record 5
Formula: C6H6
Source: OMol25
Level of theory: the ωB97M-V functional and the def2-TZVPD basis

As for the HOMO energy: -8.8 eV. For the gap between HOMO and LUMO, the calculation gives 10.0 eV.

ORCA input file:
```
! RIJCOSX wB97M-V def2-TZVPD def2/J DEFGRID3
* xyz 0 1
C -0.31680 0.74208 0.36233
C -1.67410 0.71666 -0.35902
C 0.91398 0.07369 -0.15685
C 2.18914 -0.03237 -0.38920
C -0.39252 -0.77692 0.27854
C -1.93043 -0.60250 -0.31892
H -0.24168 1.36266 1.24799
H -2.26433 1.56660 -0.66396
H 2.64358 -0.99343 -0.56527
H 2.84514 0.82318 -0.41153
H -0.23241 -1.45991 1.10368
H -2.64871 -1.30922 -0.66197
*
```

Record 6
Formula: C6H6
Source: OMol25
Level of theory: the ωB97M-V functional and the def2-TZVPD basis

As for the HOMO energy (spin up / spin down): -8.3 / -7.5 eV. For the gap between HOMO and LUMO (spin up / spin down), the calculation gives 7.6 / 6.7 eV.

ORCA input file:
```
! RIJCOSX wB97M-V def2-TZVPD def2/J DEFGRID3
* xyz 0 1
C -1.21881 -1.19084 -0.67453
C -0.55247 -0.31164 0.33627
C 0.84705 -0.20831 0.36133
C 1.94320 -0.86726 0.04796
C 0.45580 1.29171 0.37118
C 0.46174 2.48703 0.59455
H -0.48955 -1.56140 -1.39651
H -1.55193 -2.04463 -0.06222
H -2.09866 -0.79228 -1.18545
H -1.15224 0.06626 1.15953
H 2.81235 -0.39167 -0.40553
H 0.54350 3.52303 0.85344
*
```

Record 7
Formula: C6H6
Source: OMol25
Level of theory: the ωB97M-V functional and the def2-TZVPD basis

As for the HOMO energy (spin up / spin down): -7.6 / -8.0 eV. For the gap between HOMO and LUMO (spin up / spin down), the calculation gives 6.1 / 6.7 eV.

ORCA input file:
```
! RIJCOSX wB97M-V def2-TZVPD def2/J DEFGRID3
* xyz 0 1
C -1.62120 0.81396 -0.27255
C -1.33504 -0.56336 0.01380
C -0.08646 -1.02070 0.11632
C 1.13975 -0.63086 0.08037
C 2.31883 -0.22798 0.04176
C 3.55751 0.03056 0.08703
H -2.33899 1.27554 0.40976
H -0.68414 1.34117 -0.07133
H -1.97798 1.17697 -1.22614
H -2.22855 -1.10949 -0.26928
H -0.82599 -2.05111 0.66194
H 4.06026 0.94182 -0.18732
*
```

Record 8
Formula: C6H6
Source: OMol25
Level of theory: the ωB97M-V functional and the def2-TZVPD basis

As for the HOMO energy: -8.8 eV. For the gap between HOMO and LUMO, the calculation gives 9.5 eV.

ORCA input file:
```
! RIJCOSX wB97M-V def2-TZVPD def2/J DEFGRID3
* xyz 0 1
C 0.82884 -0.99201 -0.24204
C -0.22717 -0.00727 -0.31038
C 1.62689 -0.01678 0.66099
C 0.84181 0.98310 -0.21165
C 2.19811 0.04804 -0.62124
C -1.91814 -0.00945 -0.20528
H 0.78439 -2.06549 -0.17872
H 1.71731 -0.05462 1.72340
H 0.84216 2.05270 -0.13925
H -2.28529 -1.02322 -0.19160
H -2.30035 0.58402 -1.02384
H -2.10855 0.50098 0.73962
*
```

Record 9
Formula: C6H6
Source: OMol25
Level of theory: the ωB97M-V functional and the def2-TZVPD basis

As for the HOMO energy: -9.6 eV. For the gap between HOMO and LUMO, the calculation gives 10.6 eV.

ORCA input file:
```
! RIJCOSX wB97M-V def2-TZVPD def2/J DEFGRID3
* xyz 0 1
C -2.42697 0.60058 0.20275
C -1.26244 -0.10839 -0.31642
C -0.20664 -0.66705 -0.46036
C 1.14520 -1.18394 -0.21269
C 2.09692 -0.06455 -0.15281
C 2.80383 0.90461 -0.05706
H -2.90832 -0.02919 0.95664
H -2.06227 1.50489 0.70076
H -3.16783 0.88733 -0.54451
H 1.46811 -1.95496 -0.91905
H 1.09872 -1.65993 0.77527
H 3.42170 1.77060 0.02747
*
```

Record 10
Formula: C6H6
Source: OMol25
Level of theory: the ωB97M-V functional and the def2-TZVPD basis

As for the HOMO energy: -10.0 eV. For the gap between HOMO and LUMO, the calculation gives 11.0 eV.

ORCA input file:
```
! RIJCOSX wB97M-V def2-TZVPD def2/J DEFGRID3
* xyz 0 1
C -0.57246 1.27584 2.58700
C 0.02379 0.86370 1.62551
C 0.65391 0.34567 0.40844
C -0.39008 0.22855 -0.72080
C 0.02231 -0.68217 -1.78995
C 0.24994 -1.57730 -2.56145
H -1.10261 1.64361 3.43759
H 1.09812 -0.63704 0.60198
H 1.47065 1.00506 0.09428
H -1.31281 -0.19889 -0.31506
H -0.64527 1.22812 -1.08945
H 0.37928 -2.40822 -3.21741
*
```

Record 11
Formula: C6H6AgAsN2OS4
Source: OMol25
Level of theory: the ωB97M-V functional and the def2-TZVPD basis

As for the HOMO energy: -0.6 eV. For the gap between HOMO and LUMO, the calculation gives 5.4 eV.

ORCA input file:
```
! RIJCOSX wB97M-V def2-TZVPD def2/J DEFGRID3
* xyz -2 1
Ag 1.30420 -0.77808 0.37052
S 1.93951 -1.72792 -1.95060
As 2.39401 -3.16924 -0.33286
S 0.43803 -3.24704 0.71975
S 3.66662 -2.00413 1.02354
S 3.15960 -5.05397 -0.96845
N -2.94935 -0.41130 -0.07712
C -2.64467 0.89327 -0.32557
O -3.44618 1.69418 -0.78609
C -1.25616 1.25864 0.08440
C -0.46781 2.10121 -0.70280
C 0.86414 2.20574 -0.40641
C 1.38302 1.50647 0.70879
N 0.59455 0.82700 1.57012
C -0.69355 0.65958 1.18824
H -3.82895 -0.74141 -0.43437
H -2.19929 -1.08449 0.03602
H -0.90439 2.58881 -1.56521
H 1.54080 2.76937 -1.03403
H 2.40172 1.66655 1.03486
H -1.29585 0.04676 1.84727
*
```

Record 12
Formula: C6H6BBrO2
Source: OMol25
Level of theory: the ωB97M-V functional and the def2-TZVPD basis

As for the HOMO energy: -9.3 eV. For the gap between HOMO and LUMO, the calculation gives 9.7 eV.

ORCA input file:
```
! RIJCOSX wB97M-V def2-TZVPD def2/J DEFGRID3
* xyz 0 1
Br 2.14146 1.71799 2.69087
O -2.69842 1.14489 -0.55703
O -2.64991 -1.22086 -0.55408
B -1.96147 -0.01377 -0.42147
C 1.81350 -0.61438 -0.63270
C 2.26336 0.17869 0.40571
C 0.48063 -0.71304 -0.90974
C 0.02845 0.72552 0.95812
C 1.39092 0.81863 1.22411
C -0.42053 -0.02075 -0.12708
H -3.65282 0.94130 -0.66924
H -2.09650 -2.00906 -0.58642
H 2.53074 -1.07316 -1.29199
H 3.33453 0.26396 0.60363
H 0.15256 -1.28981 -1.76787
H -0.65648 1.16385 1.63519
*
```

Ordered ΔE to the lowest compared entry with this formula, charge and spin results: 44.4, 60.6, 8.9, 100.3, 121.0, 179.7, 193.0, 157.1, 89.2, 87.2, 0.9, 0.0; unit kcal/mol.
Ordered DFT total energy results: -20670.1456, -18624.4195, -40297.3622, -6314.8522, -6313.9548, -6311.4058, -6310.8288, -6312.3881, -6315.3340, -6315.4187, -119528.6267, -81136.1169; unit eV.